[1]
{"formula": "C33H40Br2N2OP2W", "method": "ωB97M-V/def2-TZVPD", "de_lowest_kj_mol": 0.0, "e_lumo_ha": [-0.239, -0.239], "total_charge": 2, "symbols": ["W", "Br", "Br", "P", "P", "O", "N", "N", "C", "C", "C", "C", "C", "C", "C", "C", "C", "C", "C", "C", "C", "C", "C", "C", "C", "C", "C", "C", "C", "C", "C", "C", "C", "C", "C", "C", "C", "C", "C", "C", "C", "H", "H", "H", "H", "H", "H", "H", "H", "H", "H", "H", "H", "H", "H", "H", "H", "H", "H", "H", "H", "H", "H", "H", "H", "H", "H", "H", "H", "H", "H", "H", "H", "H", "H", "H", "H", "H", "H", "H", "H"], "xyz": [[0.55339, -0.48021, -0.08614], [5.67939, -0.39545, -5.09259], [0.10270, -1.16970, -5.09485], [-1.67825, -1.60764, -0.19117], [-0.09708, 1.76100, 0.43898], [0.51141, -0.78743, -2.00102], [2.67168, -0.25290, -0.72883], [0.04959, -0.72114, 1.75992], [-3.13094, -0.80511, -0.97870], [1.69957, 2.86297, -1.39043], [3.75362, -0.01785, -0.00078], [5.18532, -0.05856, -1.91990], [1.03700, 0.13892, 2.31202], [1.96587, -0.29453, 3.27278], [-1.05184, -1.29462, 2.43262], [-1.17963, -1.34836, 3.81073], [2.82341, -0.42346, -2.07423], [-3.11800, -2.47940, 2.14332], [4.06667, -0.50537, -4.13797], [-2.29415, -1.97778, 4.34965], [-0.20205, -3.89044, -0.13318], [5.02695, 0.08660, -0.56387], [-1.42738, -3.50061, -2.30003], [0.38704, 4.52950, 0.01074], [1.67003, -0.85617, -4.12346], [-2.74388, -0.20865, -2.33545], [-1.47611, -3.34123, -0.78131], [-3.25106, -2.55272, 3.52449], [3.04377, 1.85662, 3.14625], [-1.73816, 2.08202, 1.20210], [0.39094, 3.14908, -0.65364], [1.11530, 1.43942, 1.76032], [2.17235, 2.27336, 2.16701], [-1.65611, 2.86647, 2.51339], [-4.37348, -1.69171, -1.08444], [4.06226, -0.32467, -2.72470], [2.93680, 0.57375, 3.70700], [-2.02733, -1.82587, 1.58322], [1.63066, -0.70291, -2.76624], [-2.69581, 2.71939, 0.19056], [2.90519, -0.75674, -4.80821], [-2.09789, 1.07380, 1.43430], [-2.66078, 2.97101, 2.92471], [1.62211, 1.97708, -2.02098], [2.91516, -0.88766, -5.88111], [-1.25365, 3.86859, 2.37180], [2.53776, 2.73147, -0.70391], [1.17408, 4.63836, 0.75531], [0.68483, -3.41291, -0.56882], [-1.04465, 2.35429, 3.25660], [-4.77243, -1.96719, -0.11106], [-0.62602, -2.90706, -2.73790], [-2.69482, 2.20566, -0.77200], [1.89499, -1.30081, 3.66556], [-2.36177, -3.21816, -2.78034], [2.27929, 3.26206, 1.74662], [-2.53538, -0.98408, -3.07053], [6.16375, 0.02083, -2.37436], [-0.42836, -0.91577, 4.45831], [3.60994, 0.09396, 1.06693], [-1.24076, -4.54797, -2.54053], [-2.45519, 3.76709, 0.01402], [-3.86961, -2.93600, 1.51491], [-4.10574, -3.05523, 3.95556], [-3.57205, 0.39214, -2.71404], [3.63289, 0.26343, 4.47463], [-2.40816, -2.02791, 5.42402], [-3.71118, 2.68319, 0.58622], [-0.56186, 4.76793, 0.48311], [5.87339, 0.27919, 0.07902], [-2.33864, -3.88839, -0.38703], [3.81881, 2.52766, 3.49198], [1.93224, 3.70946, -2.03679], [-3.35387, 0.01708, -0.29019], [-0.18907, -3.75832, 0.95074], [-0.42019, 3.13194, -1.39219], [0.56549, 5.28013, -0.75972], [-1.85732, 0.42415, -2.27188], [-4.18115, -2.60123, -1.65259], [-5.15641, -1.14206, -1.60823], [-0.10741, -4.95763, -0.33406]], "forces_ev_per_a": [[0.38, 0.41, 0.31], [0.00, 0.00, 0.00], [0.00, -0.01, -0.01], [-0.01, -0.08, -0.04], [-0.02, -0.04, 0.03], [-0.07, -0.11, -0.10], [-0.07, -0.07, -0.08], [-0.11, -0.03, -0.04], [-0.01, 0.01, -0.02], [-0.01, 0.00, -0.01], [0.00, 0.00, 0.08], [0.00, -0.01, -0.03], [-0.09, -0.05, -0.13], [0.06, -0.03, 0.03], [-0.01, -0.05, 0.00], [0.01, 0.01, -0.02], [0.01, 0.00, -0.03], [0.03, 0.02, 0.00], [0.03, 0.00, 0.00], [-0.03, -0.01, -0.01], [-0.01, -0.01, 0.01], [-0.01, 0.01, 0.03], [0.00, 0.01, 0.03], [0.02, 0.00, 0.00], [-0.02, 0.02, 0.00], [-0.01, 0.01, 0.01], [-0.01, -0.01, -0.01], [0.02, 0.02, 0.02], [-0.01, 0.03, -0.03], [0.00, 0.02, -0.02], [-0.01, 0.01, 0.00], [-0.08, -0.07, -0.08], [0.08, 0.04, 0.01], [-0.01, -0.02, -0.01], [0.02, 0.01, 0.00], [0.02, 0.01, 0.00], [-0.01, -0.02, 0.01], [-0.02, 0.00, 0.01], [-0.02, -0.02, 0.09], [-0.01, 0.00, 0.02], [-0.03, -0.01, -0.02], [0.00, 0.00, 0.01], [0.00, 0.00, 0.00], [0.00, 0.00, 0.00], [0.00, 0.00, 0.00], [0.01, 0.02, -0.01], [0.01, 0.00, 0.01], [-0.01, 0.00, -0.02], [0.03, 0.00, 0.02], [0.00, 0.00, 0.00], [0.00, -0.01, 0.01], [0.00, 0.00, 0.00], [-0.01, -0.03, -0.02], [0.00, 0.00, 0.00], [-0.02, 0.01, -0.01], [0.00, -0.01, 0.00], [0.01, -0.02, -0.02], [0.00, 0.00, -0.01], [0.00, 0.00, 0.00], [0.00, 0.00, -0.01], [0.00, -0.01, 0.01], [0.01, 0.01, 0.00], [-0.01, -0.01, -0.01], [0.00, 0.00, 0.00], [0.00, 0.00, 0.01], [0.00, 0.00, 0.00], [0.00, 0.00, 0.00], [0.00, 0.00, 0.00], [-0.03, 0.00, 0.02], [0.00, 0.00, 0.00], [0.00, 0.01, 0.00], [0.00, 0.00, 0.00], [0.00, 0.00, 0.00], [0.00, 0.02, 0.01], [0.01, 0.01, -0.01], [0.01, 0.00, 0.01], [0.00, 0.00, 0.00], [0.00, 0.01, 0.01], [0.01, -0.01, -0.01], [0.00, 0.00, 0.00], [0.00, -0.01, -0.02]], "mulliken_charge": [1.92, -0.15, -0.08, 0.01, 1.24, -0.29, -0.52, 0.54, 1.02, -1.12, 0.33, -0.72, 0.24, -0.21, 0.76, -0.93, 0.70, -1.23, -0.15, -0.89, -1.48, -1.23, -1.29, -1.36, -0.39, -1.47, 0.73, -1.04, -0.89, 1.33, 0.50, 0.09, -1.55, -1.42, -1.39, 0.46, -0.98, 0.40, -0.22, -1.77, -0.44, -0.15, 0.51, 0.13, 0.48, 0.27, 0.19, 0.20, 0.19, 0.29, 0.36, 0.01, 0.37, 0.63, 0.28, 0.18, 0.40, 0.42, 0.56, 0.28, 0.50, 0.34, 0.41, 0.47, 0.55, 0.49, 0.45, 0.46, 0.30, 0.49, 0.77, 0.50, 0.60, 0.27, 0.24, 0.54, 0.51, 0.15, 0.27, 0.49, 0.56]}



[2]
{"formula": "C33H40BrCl2N4O6W", "method": "ωB97M-V/def2-TZVPD", "spin_multiplicity": 3, "de_lowest_kj_mol": 2454.8, "e_lumo_ha": [0.082, 0.082], "total_charge": -1, "symbols": ["W", "Br", "Cl", "Cl", "O", "O", "O", "O", "O", "O", "N", "N", "N", "N", "C", "C", "C", "C", "C", "C", "C", "C", "C", "C", "C", "C", "C", "C", "C", "C", "C", "C", "C", "C", "C", "C", "C", "C", "C", "C", "C", "C", "C", "C", "C", "C", "C", "H", "H", "H", "H", "H", "H", "H", "H", "H", "H", "H", "H", "H", "H", "H", "H", "H", "H", "H", "H", "H", "H", "H", "H", "H", "H", "H", "H", "H", "H", "H", "H", "H", "H", "H", "H", "H", "H", "H", "H"], "xyz": [[-0.77483, -0.82785, -0.19607], [-3.41332, 2.49532, -6.88214], [-0.62981, 2.27540, -0.56986], [-3.32481, 1.57700, -1.45193], [0.19652, -2.31101, -1.23840], [-2.34074, -1.52992, -1.69082], [0.08824, 0.90351, 2.70283], [-2.57407, 0.82805, 1.47512], [-0.24284, -2.89482, -4.38447], [-3.18659, 3.02468, 1.88198], [-0.72921, 0.89208, -0.47299], [2.27361, -1.53660, 0.45474], [1.14571, 0.08431, -1.66911], [1.01212, -1.35586, 1.07337], [0.93101, 4.86362, 3.59702], [0.27332, 3.16673, 2.02261], [-2.05277, 1.48453, -4.59290], [0.46184, 2.42575, -1.63795], [1.30283, -0.70746, -2.63290], [-1.93714, -1.13071, -5.53088], [0.96464, 3.89275, 4.59206], [-3.48566, -2.45035, 3.11678], [-1.97793, 2.68749, -1.01424], [0.78233, -3.26511, -3.43902], [-1.38949, -0.82000, -4.28464], [0.46922, -1.99682, -2.55965], [-2.14527, -1.88623, 2.63445], [-2.58936, 1.14925, -5.81800], [-2.84406, 1.94118, 1.65144], [2.68522, -3.83249, 1.35385], [-1.45500, 0.48548, -3.83617], [0.37536, -4.57218, -2.83629], [-0.88705, -4.79001, -2.41606], [0.58216, 4.49308, 2.30239], [-2.04585, -2.00893, 1.10214], [0.67523, 2.56370, 4.32273], [1.73976, 1.48849, -1.54964], [4.49087, -2.38711, 0.39753], [-1.92802, -3.81156, -2.17172], [0.32399, 2.13093, 3.02240], [-1.82725, -2.47745, -2.43130], [-2.53835, -0.14961, -6.30001], [3.19992, -2.39444, 1.21221], [3.44938, -1.77109, 2.58416], [-0.17626, 2.70994, 0.74367], [-1.00151, -2.58405, 3.37817], [-0.82564, -1.95626, -3.47899], [-2.97627, -0.39311, -7.25824], [-0.51540, 3.47391, -0.72721], [3.68864, -0.71248, 2.47155], [0.93935, 3.40824, -1.79706], [-3.58850, -2.33110, 4.19899], [-2.09634, 2.49738, -4.21594], [5.28455, -2.91865, 0.92354], [2.42963, -4.24091, 0.37307], [2.07726, -1.97664, -0.43938], [0.29336, 2.27995, -2.72213], [-1.12214, -5.79602, -2.08072], [3.44649, -4.46818, 1.80918], [0.64787, -2.22724, 1.46329], [-2.36664, 3.68020, -1.17933], [-0.79226, -3.56804, 2.94221], [-0.10010, -1.96908, 3.35883], [-3.56510, -3.51615, 2.88045], [1.09448, -5.38240, -2.84418], [2.47916, 1.75708, -2.30469], [-1.26494, -2.73253, 4.42749], [-2.72043, -4.10978, -1.49344], [1.94331, -0.48268, -3.49225], [2.57299, -1.85910, 3.22846], [4.28529, -2.26920, 3.07751], [1.16356, 5.89519, 3.82876], [0.70409, 1.81396, 5.10509], [1.77154, -3.29741, -3.90231], [-4.31563, -1.92800, 2.63772], [0.51892, 5.21268, 1.49395], [4.80749, -1.35857, 0.22144], [1.22248, 4.18371, 5.60508], [-1.02884, 0.71862, -2.87815], [-2.11420, -0.83322, 2.91225], [1.06418, -0.64605, 1.82041], [2.15009, 1.56590, -0.54159], [-3.04307, -1.79647, 0.69948], [-1.83183, -3.05871, 0.84175], [-1.88375, -2.14974, -5.88845], [1.79271, -3.88012, 1.98249], [4.33558, -2.86616, -0.57285]], "forces_ev_per_a": [[0.99, -6.59, -1.98], [0.00, 0.01, 0.01], [-2.14, 3.40, 4.38], [-0.26, -0.17, -0.03], [0.49, 1.43, 0.41], [0.68, 0.64, 0.39], [0.22, -0.09, -0.10], [-0.42, 0.22, 0.19], [-0.01, 0.09, -0.08], [0.05, 0.00, 0.00], [-1.41, -5.50, 1.66], [0.30, 0.15, 0.00], [1.62, 0.55, -0.02], [-0.88, 0.48, 0.32], [-0.01, 0.11, 0.03], [-0.08, -0.35, 0.13], [0.12, -0.03, -0.01], [10.30, -0.26, -9.03], [0.03, -0.38, -0.28], [0.05, 0.04, 0.07], [0.03, 0.03, 0.05], [0.10, 0.05, 0.00], [-7.67, 0.93, -3.50], [-0.09, -0.03, 0.31], [-0.03, 0.04, -0.03], [0.02, 0.20, 0.00], [0.03, -0.15, 0.09], [0.01, 0.04, -0.05], [-0.19, -0.06, 0.24], [-0.05, 0.10, -0.06], [0.12, -0.09, 0.00], [0.12, -0.08, 0.04], [0.07, 0.09, -0.02], [0.04, -0.32, -0.02], [-0.25, 0.62, 0.50], [-0.04, 0.03, -0.14], [-2.13, -1.86, 0.80], [-0.08, 0.06, -0.05], [-0.39, -0.03, -0.31], [0.20, -0.15, 0.01], [-0.03, -0.60, -0.31], [-0.04, -0.06, 0.01], [0.08, -0.01, 0.14], [-0.02, 0.01, -0.10], [2.50, 0.81, 3.89], [-0.08, 0.15, -0.13], [-0.13, 0.16, 0.42], [0.02, 0.02, -0.01], [-0.39, 6.68, 0.37], [0.00, 0.01, 0.03], [-0.44, 0.29, 1.19], [-0.03, -0.03, 0.00], [-0.06, 0.00, 0.00], [-0.01, -0.05, -0.02], [0.01, -0.03, 0.00], [-0.15, 0.03, 0.02], [-1.41, -0.44, 0.32], [0.03, -0.01, 0.01], [-0.02, -0.01, 0.04], [0.16, 0.02, 0.19], [0.60, 0.26, 0.33], [0.02, -0.02, 0.03], [0.04, -0.05, 0.07], [-0.04, 0.00, -0.01], [-0.05, -0.04, -0.03], [-0.12, -0.17, -0.19], [0.07, 0.00, 0.02], [0.11, 0.05, 0.15], [-0.11, -0.11, -0.12], [0.01, 0.03, 0.03], [-0.03, -0.03, 0.02], [-0.02, 0.01, -0.01], [0.01, 0.01, 0.02], [-0.02, 0.00, -0.04], [-0.02, -0.05, -0.02], [0.05, 0.11, 0.09], [0.03, 0.00, 0.02], [0.01, -0.01, 0.00], [-0.19, 0.07, 0.07], [0.07, -0.02, 0.00], [-0.14, 0.12, -0.01], [0.17, -0.14, -0.07], [0.04, -0.11, -0.13], [0.04, 0.05, -0.20], [-0.03, 0.01, -0.03], [0.02, -0.05, 0.03], [0.02, -0.01, 0.00]], "mulliken_charge": [1.64, -0.25, 1.75, -0.17, -0.92, -0.85, -0.32, -0.48, -0.69, -0.52, -0.62, -0.06, 0.56, -0.28, -0.79, -0.28, -0.22, -0.50, -1.82, -0.90, -0.49, -1.83, -0.32, 0.25, -1.85, 1.59, 2.07, -0.37, 0.90, -1.43, 0.63, -1.38, -0.37, -0.78, -2.33, -1.01, -1.59, -1.81, -1.08, -0.24, 0.38, -0.56, 1.60, -1.79, 1.10, -1.57, 2.36, 0.41, 0.27, 0.38, 0.63, 0.46, 0.56, 0.45, 0.24, 0.11, 0.12, 0.39, 0.45, -0.03, 0.39, 0.27, 0.24, 0.34, 0.41, 0.52, 0.54, 0.56, 0.34, 0.25, 0.53, 0.36, 0.39, 0.46, 0.39, 0.40, 0.38, 0.36, 0.36, -0.31, 0.11, 0.42, 0.70, 0.61, 0.51, 0.31, 0.35]}



| no. | electronic energy (Eh) |
| --- | --- |
| 1 | -7363.6477 |
| 2 | -5512.6455 |